# 1
Here is a gas-phase ion, C3H9N2S (charge -1) from the Open Molecules 2025 dataset. Energies are from ωB97M-V with the def2-TZVPD basis set.

Output
Gap between HOMO and LUMO (eV): 6.0
ΔE to the lowest compared entry with this formula, charge and spin (kcal/mol): 14.5
SMILES: NCNCC[S-]
Total charge: -1

Geometry as XYZ:
```
15
C3H9N2S (ωB97M-V with the def2-TZVPD basis set)
N -1.04 0.09 -2.53
C 0.02 0.22 -1.52
N -0.42 -0.12 -0.18
C 0.67 0.04 0.81
C 0.23 -0.04 2.25
S 1.43 0.64 3.41
H -1.33 -0.88 -2.53
H -1.85 0.56 -2.16
H 0.86 -0.39 -1.88
H 0.31 1.27 -1.48
H -0.75 -1.07 -0.15
H 1.16 0.99 0.58
H 1.48 -0.69 0.61
H -0.04 -1.09 2.43
H -0.74 0.46 2.34
```

***

# 2
Here is a single C5H12O2 molecule from the Open Molecules 2025 dataset. Energies are from ωB97M-V with the def2-TZVPD basis set.

Output
Gap between HOMO and LUMO (eV): 10.8
ΔE to the lowest compared entry with this formula, charge and spin (kcal/mol): 20.5
SMILES: CC[C@@H](O)[C@@H](C)O

Geometry as XYZ:
```
19
C5H12O2 (ωB97M-V with the def2-TZVPD basis set)
C -0.77 -0.94 2.30
C 0.33 -0.23 1.50
C 0.11 -0.46 -0.01
O -1.27 -0.56 -0.26
C 0.65 0.66 -0.91
C 0.52 0.25 -2.38
O -0.19 1.78 -0.61
H -1.81 -0.94 1.91
H -0.53 -2.01 2.38
H -0.81 -0.47 3.28
H 0.41 0.85 1.72
H 1.33 -0.62 1.81
H 0.57 -1.41 -0.30
H -1.57 0.36 -0.20
H 1.69 0.91 -0.67
H -0.51 -0.06 -2.59
H 0.80 1.08 -3.04
H 1.19 -0.59 -2.60
H -0.14 2.40 -1.35
```

***

# 3
Here is 15 unconnected molecules or ions with the total composition C64H75F33N4O22 from the Open Molecules 2025 dataset. Energies are from ωB97M-V with the def2-TZVPD basis set.

Output
Gap between HOMO and LUMO (eV): 9.9

Geometry as XYZ:
```
198
C64H75F33N4O22 (ωB97M-V with the def2-TZVPD basis set)
N 21.87 14.47 17.13
C 21.74 14.67 15.77
C 20.51 14.55 15.11
C 19.39 14.15 15.76
C 19.49 13.94 17.12
C 20.75 14.09 17.76
H 22.61 14.90 15.20
H 20.39 14.74 14.05
H 18.42 14.09 15.29
H 18.58 13.65 17.64
H 20.79 13.98 18.85
N 9.23 14.48 16.16
C 10.53 14.21 16.30
C 11.53 14.83 15.55
C 11.14 15.70 14.57
C 9.78 15.99 14.39
C 8.86 15.31 15.20
H 10.75 13.48 17.08
H 12.58 14.63 15.78
H 11.90 16.17 13.96
H 9.46 16.76 13.68
H 7.78 15.52 15.10
N 11.31 18.74 18.97
C 12.20 19.64 19.41
C 13.53 19.67 19.02
C 13.94 18.80 18.07
C 13.04 17.85 17.53
C 11.74 17.83 18.06
H 11.82 20.33 20.14
H 14.24 20.39 19.46
H 14.99 18.85 17.82
H 13.35 17.14 16.75
H 11.03 17.08 17.75
N 16.34 21.67 14.92
C 17.32 20.79 14.67
C 17.08 19.40 14.46
C 15.77 18.93 14.52
C 14.77 19.87 14.76
C 15.08 21.26 14.93
H 18.35 21.16 14.69
H 17.99 18.82 14.32
H 15.49 17.89 14.46
H 13.75 19.51 14.86
H 14.30 21.98 15.14
C 12.26 28.28 15.95
C 13.29 27.27 15.65
O 13.41 27.12 14.21
C 14.19 28.02 13.62
O 14.89 28.77 14.17
C 14.14 27.89 12.05
F 15.26 28.25 11.52
F 13.96 26.64 11.76
F 13.11 28.59 11.64
H 12.04 28.44 17.00
H 11.32 27.97 15.51
H 12.54 29.24 15.50
H 13.06 26.26 15.97
H 14.29 27.48 16.01
C 17.63 16.08 12.98
C 16.46 16.26 12.03
O 15.70 15.03 12.02
C 14.74 14.99 12.94
O 14.51 15.74 13.85
C 13.85 13.67 12.74
F 14.31 12.95 11.74
F 13.86 12.98 13.87
F 12.61 14.09 12.47
H 18.22 16.99 13.04
H 18.30 15.28 12.68
H 17.35 15.92 14.05
H 16.85 16.43 11.03
H 15.75 17.04 12.31
C 18.92 19.74 10.53
C 19.54 20.65 11.66
O 20.12 19.72 12.62
C 20.82 20.33 13.53
O 21.06 21.48 13.64
C 21.35 19.23 14.56
F 21.77 18.16 13.89
F 22.37 19.73 15.22
F 20.35 18.92 15.38
H 19.71 19.21 9.99
H 18.24 20.31 9.89
H 18.29 18.94 10.94
H 18.84 21.32 12.14
H 20.35 21.23 11.24
C 22.45 15.19 11.56
C 21.36 15.86 10.80
O 20.38 14.89 10.52
C 19.40 15.31 9.68
O 19.41 16.33 9.07
C 18.34 14.15 9.56
F 18.80 13.25 8.72
F 18.07 13.59 10.71
F 17.27 14.70 9.05
H 22.82 14.40 10.93
H 22.03 14.74 12.45
H 23.30 15.79 11.90
H 21.77 16.11 9.82
H 20.94 16.76 11.26
C 13.51 15.09 9.09
C 12.52 15.91 9.85
O 13.20 17.14 10.27
C 12.42 18.09 10.73
O 11.24 18.11 10.78
C 13.23 19.37 11.06
F 14.54 19.14 11.12
F 13.01 20.30 10.16
F 12.81 19.68 12.26
H 14.22 14.75 9.86
H 14.06 15.66 8.35
H 13.05 14.20 8.69
H 12.32 15.32 10.75
H 11.59 16.23 9.38
C 13.05 23.57 18.06
C 11.67 23.95 18.06
O 11.38 24.60 19.29
C 10.91 23.79 20.16
O 10.76 22.61 20.12
C 10.54 24.58 21.54
F 9.40 24.13 21.91
F 11.50 24.26 22.39
F 10.51 25.85 21.34
H 13.30 22.75 18.75
H 13.68 24.41 18.30
H 13.33 23.22 17.06
H 10.95 23.14 17.98
H 11.48 24.77 17.35
C 17.86 10.55 17.01
C 16.33 10.65 17.02
O 15.95 11.79 17.83
C 15.80 12.91 17.14
O 16.01 13.10 15.97
C 15.43 14.22 18.04
F 16.39 15.06 17.81
F 14.28 14.67 17.60
F 15.33 13.90 19.29
H 18.25 10.55 18.03
H 18.36 11.32 16.42
H 18.19 9.58 16.61
H 15.90 9.78 17.54
H 15.93 10.75 16.00
C 18.85 26.93 8.24
C 17.32 26.93 8.44
O 17.03 25.87 9.33
C 16.82 24.74 8.75
O 16.88 24.47 7.61
C 16.35 23.64 9.76
F 16.12 24.16 10.94
F 15.23 23.17 9.22
F 17.23 22.71 9.95
H 19.19 27.80 7.68
H 19.13 25.99 7.78
H 19.30 26.97 9.23
H 16.83 26.79 7.47
H 17.03 27.85 8.94
C 18.20 24.58 13.52
C 18.38 24.24 15.04
O 18.63 25.51 15.78
C 17.53 26.11 16.30
O 16.38 25.76 16.23
C 17.90 27.50 16.92
F 17.26 27.65 18.07
F 19.22 27.61 17.18
F 17.51 28.45 16.03
H 18.05 23.67 12.93
H 19.03 25.19 13.18
H 17.29 25.17 13.34
H 19.25 23.61 15.22
H 17.52 23.89 15.60
C 16.75 23.58 19.49
C 17.50 22.87 18.41
O 17.63 21.49 18.79
C 18.56 20.91 18.08
O 19.23 21.38 17.21
C 18.60 19.34 18.45
F 18.11 18.65 17.46
F 19.86 18.97 18.67
F 17.87 19.14 19.52
H 15.74 23.22 19.72
H 16.71 24.65 19.37
H 17.26 23.51 20.45
H 18.52 23.27 18.33
H 17.02 22.87 17.44
C 8.52 20.55 14.26
C 10.00 20.39 13.69
O 10.28 21.61 12.96
C 11.03 22.53 13.58
O 11.55 22.45 14.66
C 11.38 23.81 12.70
F 10.70 23.71 11.58
F 11.01 24.87 13.37
F 12.64 23.79 12.34
H 8.34 19.60 14.79
H 7.88 20.72 13.41
H 8.52 21.39 14.91
H 10.11 19.57 12.99
H 10.73 20.34 14.50
```

***

# 4
Here is a molecular structure, C29H32CoN4O5P2S from the Open Molecules 2025 dataset. Energies are from ωB97M-V with the def2-TZVPD basis set.

Output
<S²>: 6.08
Gap between HOMO and LUMO (spin up / spin down) (eV): 6.4 / 6.7
ΔE to the lowest compared entry with this formula, charge and spin (kcal/mol): 3.2
Multiplicity: 5
Total charge: +1

Geometry as XYZ:
```
74
C29H32CoN4O5P2S (ωB97M-V with the def2-TZVPD basis set)
Co 0.74 1.11 -0.88
C -2.94 1.11 -2.21
P -1.26 1.83 -2.25
C -0.94 2.13 -4.01
C -1.49 3.51 -1.58
C -1.67 3.53 -0.05
P -0.41 2.47 0.78
C -1.39 1.43 1.91
C 0.51 3.58 1.89
H -3.67 1.79 -2.66
H -3.24 0.90 -1.18
H -2.95 0.17 -2.76
H -1.75 2.69 -4.47
H -0.80 1.19 -4.53
H -0.02 2.71 -4.08
H -2.34 4.00 -2.07
H -0.60 4.07 -1.86
H -2.66 3.19 0.23
H -1.56 4.55 0.32
H -2.02 2.02 2.58
H -0.71 0.82 2.51
H -2.02 0.76 1.32
H -0.16 4.09 2.58
H 1.05 4.30 1.28
H 1.24 3.00 2.45
C -5.99 -4.40 3.14
O -4.87 -3.55 3.41
C -3.64 -4.03 3.19
C -3.37 -5.29 2.66
C -2.05 -5.69 2.49
C -1.00 -4.82 2.78
C -1.29 -3.55 3.34
C -2.59 -3.17 3.54
N 0.28 -5.31 2.57
N 1.29 -4.57 2.52
C 1.44 -3.36 1.98
C 2.50 -2.56 2.51
C 2.69 -1.27 2.14
C 1.86 -0.67 1.13
O 1.99 0.50 0.75
C 0.85 -1.53 0.48
N 0.16 -0.95 -0.51
C -0.69 -1.68 -1.21
C -0.89 -3.03 -0.96
C -0.21 -3.63 0.08
C 0.66 -2.86 0.86
H -6.87 -3.82 3.42
H -5.94 -5.30 3.75
H -6.04 -4.66 2.09
H -4.16 -5.98 2.41
H -1.81 -6.67 2.11
H -0.49 -2.90 3.66
H -2.83 -2.22 3.99
H 3.12 -3.02 3.27
H 3.46 -0.65 2.57
H -1.22 -1.17 -2.01
H -1.56 -3.60 -1.58
H -0.34 -4.68 0.28
O 2.62 0.37 -2.14
C 2.82 1.58 -2.28
N 1.84 2.46 -1.97
S 2.30 4.02 -2.06
O 2.31 4.60 -0.75
O 1.54 4.70 -3.07
C 3.94 3.63 -2.63
C 4.97 4.49 -2.97
C 6.16 3.92 -3.39
C 6.31 2.54 -3.47
C 5.26 1.69 -3.12
C 4.08 2.25 -2.70
H 4.85 5.57 -2.91
H 6.99 4.56 -3.67
H 7.25 2.12 -3.80
H 5.37 0.61 -3.17
```

***

# 5
Here is a single C5H7NO2 molecule from the Open Molecules 2025 dataset. Energies are from ωB97M-V with the def2-TZVPD basis set.

Output
Gap between HOMO and LUMO (eV): 10.6
ΔE to the lowest compared entry with this formula, charge and spin (kcal/mol): 16.7
SMILES: O=C(O)C1=NCCC1

Geometry as XYZ:
```
15
C5H7NO2 (ωB97M-V with the def2-TZVPD basis set)
O -2.19 -1.16 -0.21
C -1.54 -0.14 -0.04
O -2.08 1.05 0.17
C -0.02 -0.05 0.00
N 0.67 -1.14 0.02
C 2.08 -0.77 0.26
C 2.23 0.62 -0.29
C 0.76 1.18 0.00
H -3.02 1.04 0.29
H 2.20 -0.82 1.35
H 2.75 -1.67 -0.09
H 3.12 1.25 0.07
H 2.30 0.50 -1.39
H 0.30 1.95 -0.57
H 0.74 1.61 0.95
```